Here is a cluster of 9 separate species, C36H72O9 in total at a distorted geometry from the Open Molecules 2025 dataset. Energies are from wB97M-V/def2-TZVPD.

Last column: Löwdin charge in e.
Cartesian coordinates (Å):
C (2.698, -2.953, 2.011)  -0.19
C (1.473, -3.455, 2.630)  -0.16
C (0.775, -4.409, 1.584)  -0.21
O (1.121, -3.747, 0.445)  -0.17
C (2.477, -3.283, 0.547)  -0.17
H (3.473, -3.632, 2.366)  0.12
H (2.881, -1.892, 2.176)  0.10
H (0.880, -2.578, 2.889)  0.11
H (1.729, -4.047, 3.509)  0.11
H (-0.290, -4.608, 1.709)  0.12
H (1.040, -5.463, 1.502)  0.11
H (2.644, -2.366, -0.018)  0.11
H (3.151, -4.108, 0.316)  0.12
C (-0.075, -5.623, -2.327)  -0.17
C (0.309, -6.896, -3.036)  -0.18
C (0.826, -6.521, -4.424)  -0.18
O (0.950, -5.107, -4.327)  -0.12
C (0.801, -4.600, -3.050)  -0.22
H (0.166, -5.747, -1.271)  0.09
H (-1.152, -5.459, -2.296)  0.11
H (-0.572, -7.536, -3.089)  0.11
H (1.015, -7.462, -2.429)  0.11
H (0.201, -6.831, -5.261)  0.12
H (1.778, -7.033, -4.563)  0.11
H (0.407, -3.589, -2.954)  0.11
H (1.743, -4.601, -2.501)  0.11
C (-0.044, -0.353, -0.414)  -0.15
C (0.628, 0.844, 0.195)  -0.16
C (2.030, 0.898, -0.460)  -0.16
O (1.777, 0.409, -1.794)  -0.15
C (0.617, -0.407, -1.792)  -0.19
H (-1.133, -0.329, -0.370)  0.11
H (0.164, -1.298, 0.088)  0.10
H (0.679, 0.792, 1.283)  0.09
H (0.054, 1.753, 0.014)  0.09
H (2.734, 0.147, -0.100)  0.09
H (2.604, 1.824, -0.474)  0.11
H (0.895, -1.434, -2.028)  0.10
H (-0.021, 0.039, -2.555)  0.11
C (-2.659, 4.209, -1.994)  -0.17
C (-2.151, 3.703, -0.667)  -0.15
C (-3.133, 4.397, 0.285)  -0.22
O (-4.308, 4.600, -0.445)  -0.15
C (-4.198, 4.227, -1.836)  -0.15
H (-2.222, 3.616, -2.798)  0.09
H (-2.419, 5.214, -2.341)  0.11
H (-1.076, 3.786, -0.503)  0.11
H (-2.406, 2.645, -0.721)  0.10
H (-2.749, 5.290, 0.778)  0.12
H (-3.401, 3.732, 1.106)  0.09
H (-4.783, 4.864, -2.500)  0.12
H (-4.636, 3.230, -1.855)  0.10
C (-2.465, 1.934, -6.979)  -0.16
C (-2.195, 0.693, -6.151)  -0.19
C (-2.474, 1.165, -4.793)  -0.26
O (-3.589, 2.023, -4.886)  -0.13
C (-3.548, 2.617, -6.171)  -0.20
H (-2.899, 1.606, -7.924)  0.11
H (-1.592, 2.571, -7.123)  0.11
H (-1.259, 0.176, -6.365)  0.12
H (-2.953, -0.030, -6.452)  0.12
H (-1.642, 1.747, -4.395)  0.11
H (-2.491, 0.270, -4.171)  0.12
H (-3.268, 3.654, -5.981)  0.12
H (-4.569, 2.515, -6.540)  0.12
C (-4.785, 0.340, 0.087)  -0.21
C (-5.552, 1.495, 0.502)  -0.20
C (-6.825, 0.847, 1.103)  -0.18
O (-6.394, -0.419, 1.559)  -0.12
C (-5.065, -0.670, 1.122)  -0.21
H (-3.725, 0.576, -0.009)  0.10
H (-5.190, 0.029, -0.876)  0.13
H (-5.827, 2.194, -0.288)  0.11
H (-5.043, 2.100, 1.252)  0.10
H (-7.452, 0.790, 0.214)  0.12
H (-7.044, 1.568, 1.890)  0.12
H (-4.993, -1.725, 0.858)  0.12
H (-4.388, -0.549, 1.968)  0.11
C (6.471, 2.343, -1.124)  -0.13
C (5.609, 1.055, -1.454)  -0.13
C (6.124, -0.018, -0.468)  -0.17
O (7.354, 0.500, 0.134)  -0.16
C (7.747, 1.738, -0.481)  -0.21
H (5.968, 2.882, -0.322)  0.10
H (6.643, 2.972, -1.998)  0.10
H (5.891, 0.786, -2.472)  0.11
H (4.541, 1.178, -1.277)  0.07
H (6.314, -0.990, -0.925)  0.11
H (5.403, -0.183, 0.333)  0.10
H (8.605, 1.553, -1.128)  0.11
H (8.132, 2.436, 0.263)  0.11
C (4.052, 0.041, 6.323)  -0.21
C (3.238, 0.986, 5.550)  -0.16
C (2.576, 0.000, 4.523)  -0.23
O (2.347, -1.208, 5.168)  -0.13
C (3.210, -1.246, 6.334)  -0.16
H (4.486, 0.452, 7.234)  0.12
H (4.948, -0.205, 5.753)  0.11
H (3.723, 1.864, 5.123)  0.12
H (2.499, 1.361, 6.258)  0.11
H (3.335, -0.212, 3.770)  0.10
H (1.808, 0.344, 3.830)  0.09
H (3.899, -2.089, 6.390)  0.12
H (2.567, -1.086, 7.199)  0.12
C (-0.630, 1.487, 3.608)  -0.15
C (-1.460, 2.151, 4.691)  -0.17
C (-2.728, 2.647, 4.000)  -0.15
O (-2.912, 1.827, 2.788)  -0.17
C (-1.684, 1.184, 2.494)  -0.20
H (-0.228, 0.565, 4.029)  0.10
H (0.130, 2.143, 3.184)  0.11
H (-0.931, 2.977, 5.167)  0.11
H (-1.686, 1.429, 5.475)  0.11
H (-2.493, 3.663, 3.681)  0.11
H (-3.585, 2.644, 4.673)  0.12
H (-1.422, 1.540, 1.498)  0.08
H (-1.930, 0.122, 2.481)  0.12

LUMO energy, eV: 0.43
Molecular weight, Da: 649.0
Max |F|, hartree/bohr: 0.0649
SMILES: C1CCOC1.C1CCOC1.C1CCOC1.C1CCOC1.C1CCOC1.C1CCOC1.C1CCOC1.C1CCOC1.C1CCOC1
E_HOMO, eV: -9.2


Here is a cluster of 12 separate species, C36H73F6N5O14S2 in total at a distorted geometry from the Open Molecules 2025 dataset. Energies are from wB97M-V/def2-TZVPD.

Last column: Löwdin charge in e.
Cartesian coordinates (Å):
C (-3.533, 0.263, 6.159)  0.02
N (-2.534, 0.582, 5.011)  -0.32
C (-2.603, 2.034, 4.529)  0.04
C (-1.212, 0.333, 5.667)  0.01
C (-2.875, -0.357, 3.817)  -0.08
C (-1.851, -0.550, 2.740)  -0.27
O (-1.528, 0.671, 2.164)  -0.08
H (-3.252, 0.864, 7.024)  0.10
H (-3.307, -0.763, 6.448)  0.10
H (-4.566, 0.424, 5.852)  0.11
H (-2.733, 2.657, 5.414)  0.10
H (-3.538, 2.128, 3.977)  0.12
H (-1.663, 2.228, 4.013)  0.10
H (-1.274, -0.721, 5.936)  0.12
H (-1.015, 1.093, 6.423)  0.12
H (-0.516, 0.543, 4.854)  0.08
H (-3.853, -0.202, 3.362)  0.14
H (-2.918, -1.354, 4.256)  0.13
H (-2.237, -1.237, 1.987)  0.09
H (-0.924, -1.011, 3.081)  0.12
H (-0.926, 0.486, 1.439)  -0.02
C (-1.445, -1.692, -0.805)  -0.56
F (-2.554, -0.912, -0.528)  0.09
F (-1.153, -2.505, 0.259)  0.08
F (-1.686, -2.490, -1.840)  0.14
S (0.147, -0.643, -1.093)  0.74
O (1.120, -1.668, -1.488)  -0.32
O (-0.245, 0.322, -2.172)  -0.31
N (0.338, 0.070, 0.489)  -0.30
S (1.867, 0.412, 0.463)  0.61
O (2.682, -0.790, 0.854)  -0.33
O (2.376, 1.102, -0.733)  -0.30
C (1.938, 1.611, 1.938)  -0.60
F (3.229, 1.986, 2.122)  0.13
F (1.323, 2.735, 1.656)  0.15
F (1.355, 0.962, 2.991)  0.10
C (-7.091, -1.473, 1.848)  -0.34
O (-8.009, -0.907, 1.280)  0.01
N (-6.030, -1.970, 1.162)  -0.18
C (-4.970, -2.735, 1.736)  -0.07
C (-6.036, -1.800, -0.327)  -0.01
H (-7.082, -1.654, 2.934)  0.13
H (-4.046, -2.203, 1.505)  0.05
H (-4.933, -3.729, 1.292)  0.10
H (-5.045, -2.857, 2.816)  0.09
H (-6.396, -2.672, -0.873)  0.09
H (-6.748, -1.010, -0.567)  0.08
H (-5.024, -1.494, -0.589)  0.07
C (-1.438, 3.823, 0.185)  -0.33
O (-2.351, 4.471, 0.712)  -0.02
N (-0.425, 4.379, -0.525)  -0.18
C (0.629, 3.625, -1.131)  -0.08
C (-0.312, 5.801, -0.691)  -0.04
H (-1.321, 2.732, 0.095)  0.12
H (1.619, 3.923, -0.786)  0.09
H (0.758, 3.716, -2.210)  0.09
H (0.441, 2.589, -0.848)  0.04
H (0.186, 6.071, -1.622)  0.10
H (-1.286, 6.287, -0.749)  0.09
H (0.237, 6.167, 0.176)  0.08
C (-1.671, -6.497, -5.576)  -0.02
C (-1.029, -6.154, -4.193)  -0.43
O (-0.169, -6.907, -3.675)  0.03
C (-1.418, -4.838, -3.590)  -0.04
H (-1.504, -5.649, -6.241)  0.08
H (-2.748, -6.664, -5.562)  0.08
H (-1.242, -7.414, -5.980)  0.08
H (-1.190, -4.018, -4.271)  0.08
H (-0.710, -4.705, -2.771)  0.07
H (-2.436, -4.759, -3.210)  0.09
C (3.423, 8.172, 2.786)  -0.03
C (3.827, 6.701, 2.798)  -0.46
O (4.954, 6.404, 3.167)  0.05
C (2.769, 5.625, 2.421)  -0.02
H (3.528, 8.556, 3.801)  0.08
H (2.375, 8.244, 2.496)  0.07
H (4.027, 8.751, 2.088)  0.09
H (2.043, 5.582, 3.233)  0.09
H (3.283, 4.666, 2.357)  0.06
H (2.391, 5.889, 1.434)  0.07
C (4.700, 3.491, -5.258)  -0.02
C (3.552, 3.584, -4.226)  -0.40
O (2.778, 4.577, -4.241)  0.00
C (3.113, 2.365, -3.393)  -0.01
H (5.688, 3.699, -4.847)  0.08
H (4.583, 4.161, -6.110)  0.08
H (4.799, 2.485, -5.666)  0.08
H (3.981, 1.909, -2.918)  0.08
H (2.580, 1.605, -3.965)  0.09
H (2.513, 2.801, -2.594)  0.03
C (4.530, -2.427, -2.123)  0.00
C (5.500, -1.254, -1.858)  -0.45
O (6.022, -0.630, -2.768)  0.04
C (5.768, -0.924, -0.372)  -0.02
H (4.201, -2.470, -3.161)  0.06
H (3.681, -2.041, -1.560)  0.05
H (4.882, -3.367, -1.698)  0.09
H (6.781, -1.265, -0.156)  0.08
H (5.091, -1.259, 0.413)  0.06
H (5.798, 0.165, -0.342)  0.08
C (1.372, -1.834, -4.534)  -0.02
C (1.875, -2.842, -5.529)  -0.44
O (1.627, -2.645, -6.741)  0.02
C (2.636, -4.086, -5.090)  -0.02
H (2.052, -1.912, -3.685)  0.04
H (0.361, -2.131, -4.259)  0.08
H (1.469, -0.818, -4.917)  0.09
H (3.726, -4.085, -5.130)  0.08
H (2.318, -4.991, -5.608)  0.08
H (2.361, -4.219, -4.044)  0.07
C (1.045, -3.714, 2.643)  -0.02
C (2.287, -4.208, 1.851)  -0.45
O (3.291, -4.439, 2.477)  0.07
C (2.188, -4.432, 0.340)  0.00
H (0.658, -2.755, 2.296)  0.05
H (1.139, -3.669, 3.728)  0.05
H (0.244, -4.442, 2.521)  0.08
H (3.170, -4.682, -0.062)  0.07
H (2.044, -3.474, -0.161)  0.05
H (1.501, -5.195, -0.027)  0.09
C (-4.459, 3.206, -2.094)  -0.01
C (-5.143, 1.889, -2.012)  -0.47
O (-6.067, 1.643, -1.249)  0.05
C (-4.546, 0.736, -2.866)  -0.01
H (-5.147, 3.929, -1.656)  0.09
H (-4.233, 3.474, -3.126)  0.09
H (-3.502, 3.154, -1.575)  0.07
H (-4.448, 1.116, -3.883)  0.08
H (-5.171, -0.155, -2.931)  0.07
H (-3.571, 0.518, -2.430)  0.06
C (2.383, -1.392, 4.965)  -0.04
C (2.230, -2.523, 5.973)  -0.27
N (2.216, -3.405, 6.706)  0.12
H (3.353, -1.028, 5.302)  0.09
H (1.591, -0.652, 5.087)  0.04
H (2.341, -1.819, 3.963)  0.05

LUMO energy, eV: -0.85
Molecular weight, Da: 978.1
Max |F|, hartree/bohr: 0.1044
E_HOMO, eV: -9.2


Here is a cluster of 9 separate species, C36H74BN2O20 in total at a distorted geometry from the Open Molecules 2025 dataset. Energies are from wB97M-V/def2-TZVPD.

Last column: Löwdin charge in e.
Cartesian coordinates (Å):
C (-1.059, 1.005, -1.563)  -0.08
C (0.352, 0.478, -1.603)  -0.27
N (0.604, -0.413, -2.756)  0.06
C (1.417, -1.569, -2.455)  -0.59
O (2.759, -1.184, -2.088)  -0.04
N (2.824, -0.521, -0.836)  0.01
O (2.682, -1.258, 0.062)  0.03
C (1.576, -2.447, -3.744)  -0.15
O (1.484, -3.774, -3.340)  -0.10
B (1.411, -3.755, -1.831)  -0.58
O (0.810, -2.403, -1.571)  -0.01
H (-1.241, 1.401, -0.577)  0.06
H (-1.794, 0.227, -1.726)  0.07
H (-1.193, 1.815, -2.266)  0.05
H (1.010, 1.336, -1.704)  0.10
H (0.616, 0.006, -0.665)  0.09
H (-0.295, -0.813, -2.999)  0.07
H (2.542, -2.205, -4.186)  0.12
H (0.745, -2.225, -4.407)  0.11
H (0.746, -4.705, -1.427)  0.06
H (2.547, -3.860, -1.343)  0.06
O (-2.444, 3.656, -0.705)  0.10
C (-3.550, 3.960, -1.060)  -0.50
O (-4.597, 3.228, -0.604)  0.00
C (-5.948, 3.605, -0.849)  -0.25
C (-6.438, 3.123, -2.198)  -0.07
C (-3.769, 5.067, -2.053)  0.01
H (-6.075, 4.681, -0.729)  0.11
H (-6.519, 3.126, -0.055)  0.12
H (-5.869, 3.570, -3.013)  0.07
H (-7.491, 3.375, -2.334)  0.08
H (-6.324, 2.042, -2.270)  0.08
H (-3.600, 4.663, -3.049)  0.07
H (-3.037, 5.843, -1.864)  0.08
H (-4.749, 5.538, -2.006)  0.07
O (7.354, -1.683, 5.830)  0.07
C (6.583, -1.987, 4.952)  -0.53
O (6.795, -1.503, 3.721)  0.00
C (6.022, -1.923, 2.581)  -0.22
C (4.714, -1.175, 2.483)  -0.05
C (5.359, -2.831, 5.228)  0.02
H (5.876, -3.003, 2.602)  0.11
H (6.652, -1.708, 1.721)  0.12
H (4.082, -1.364, 3.351)  0.06
H (4.150, -1.473, 1.601)  0.05
H (4.894, -0.100, 2.437)  0.09
H (4.566, -2.193, 5.616)  0.08
H (5.617, -3.567, 5.987)  0.08
H (4.975, -3.364, 4.363)  0.07
O (2.059, -2.279, 5.269)  0.06
C (1.218, -2.601, 4.460)  -0.53
O (1.280, -2.093, 3.232)  0.01
C (0.425, -2.540, 2.151)  -0.20
C (-0.906, -1.825, 2.149)  -0.05
C (0.077, -3.522, 4.832)  0.02
H (0.314, -3.618, 2.169)  0.09
H (0.962, -2.297, 1.241)  0.10
H (-1.480, -2.030, 3.056)  0.07
H (-1.491, -2.145, 1.287)  0.07
H (-0.756, -0.746, 2.094)  0.08
H (-0.697, -2.930, 5.319)  0.09
H (0.452, -4.257, 5.540)  0.09
H (-0.358, -4.057, 3.991)  0.06
O (-1.275, -5.196, 1.920)  0.08
C (-2.040, -5.311, 0.996)  -0.52
O (-1.733, -4.654, -0.119)  0.00
C (-2.405, -4.776, -1.373)  -0.21
C (-3.618, -3.878, -1.467)  -0.07
C (-3.328, -6.097, 1.099)  0.02
H (-2.640, -5.822, -1.581)  0.12
H (-1.660, -4.465, -2.103)  0.12
H (-4.382, -4.143, -0.730)  0.07
H (-4.059, -3.942, -2.461)  0.07
H (-3.329, -2.846, -1.287)  0.07
H (-4.080, -5.466, 1.569)  0.09
H (-3.149, -6.962, 1.733)  0.08
H (-3.708, -6.452, 0.144)  0.07
O (-4.548, 8.326, -2.634)  0.11
C (-4.078, 8.866, -1.674)  -0.52
O (-3.558, 8.106, -0.690)  -0.01
C (-2.826, 8.639, 0.415)  -0.23
C (-3.736, 9.107, 1.531)  -0.06
C (-4.123, 10.370, -1.509)  0.01
H (-2.142, 9.421, 0.081)  0.11
H (-2.211, 7.811, 0.762)  0.13
H (-4.383, 9.924, 1.209)  0.07
H (-3.148, 9.451, 2.382)  0.08
H (-4.378, 8.289, 1.857)  0.08
H (-5.103, 10.646, -1.124)  0.09
H (-3.994, 10.819, -2.490)  0.09
H (-3.357, 10.775, -0.853)  0.07
O (8.853, -8.842, 7.987)  0.10
C (8.524, -7.692, 7.883)  -0.53
O (8.307, -7.188, 6.655)  0.00
C (7.766, -5.878, 6.434)  -0.24
C (8.828, -4.801, 6.472)  -0.05
C (8.415, -6.789, 9.092)  0.01
H (6.952, -5.681, 7.133)  0.11
H (7.320, -5.926, 5.442)  0.12
H (9.308, -4.744, 7.449)  0.07
H (8.395, -3.826, 6.249)  0.06
H (9.605, -5.017, 5.738)  0.09
H (9.411, -6.428, 9.344)  0.09
H (8.038, -7.380, 9.922)  0.09
H (7.754, -5.937, 8.961)  0.07
O (-2.100, 4.843, -4.449)  0.08
C (-0.910, 4.798, -4.285)  -0.51
O (-0.365, 5.618, -3.368)  0.00
C (0.998, 5.516, -2.947)  -0.23
C (1.939, 6.257, -3.875)  -0.07
C (-0.024, 3.895, -5.111)  0.02
H (1.280, 4.472, -2.815)  0.12
H (1.015, 5.971, -1.959)  0.12
H (1.928, 5.836, -4.880)  0.07
H (2.959, 6.210, -3.495)  0.08
H (1.642, 7.303, -3.954)  0.08
H (0.183, 4.388, -6.060)  0.10
H (-0.567, 2.975, -5.305)  0.08
H (0.916, 3.627, -4.636)  0.07
O (-2.424, -1.708, -3.494)  0.12
C (-3.211, -1.174, -4.217)  -0.50
O (-4.449, -1.716, -4.340)  -0.01
C (-5.505, -1.082, -5.056)  -0.25
C (-5.448, -1.378, -6.541)  -0.06
C (-2.834, 0.034, -5.047)  0.03
H (-5.522, -0.012, -4.850)  0.11
H (-6.418, -1.498, -4.632)  0.12
H (-4.534, -0.991, -6.993)  0.07
H (-6.300, -0.929, -7.053)  0.08
H (-5.465, -2.455, -6.709)  0.08
H (-2.316, -0.309, -5.941)  0.10
H (-2.151, 0.643, -4.460)  0.07
H (-3.673, 0.662, -5.341)  0.07

LUMO energy, eV: 1.64
Molecular weight, Da: 865.8
Max |F|, hartree/bohr: 0.0434
Total charge: -1
E_HOMO, eV: -4.2